(1)
A 11-piece molecular cluster, C33H77N11O11 overall. Source: OMol25; level of theory: ωB97M-V/def2-TZVPD.

Last column: Löwdin charge in e.
Element x y z (Å)
C: 5.26 0.26 0.34  0.000
C: 6.69 0.15 0.88  -0.528
O: 7.51 1.07 0.58  -0.020
N: 6.99 -0.96 1.51  0.007
C: 8.24 -1.14 2.22  -0.069
H: 4.75 -0.68 0.16  0.058
H: 5.32 0.73 -0.65  0.079
H: 4.65 0.97 0.90  0.056
H: 6.23 -1.61 1.69  0.090
H: 8.07 -0.91 3.27  0.079
H: 8.97 -0.40 1.90  0.077
H: 8.76 -2.09 2.13  0.077
C: 3.02 4.61 -0.16  -0.011
C: 3.35 4.58 1.26  -0.586
O: 3.67 3.50 1.74  0.031
N: 3.33 5.75 1.93  0.020
C: 3.76 5.72 3.29  -0.099
H: 2.84 3.57 -0.45  0.075
H: 3.88 4.93 -0.74  0.094
H: 2.18 5.24 -0.46  0.086
H: 3.00 6.59 1.47  0.143
H: 3.59 6.70 3.73  0.086
H: 4.81 5.47 3.38  0.088
H: 3.29 4.98 3.94  0.072
C: -6.83 1.62 -4.81  -0.113
C: -5.56 1.17 -4.20  -0.579
O: -5.43 0.01 -3.76  -0.049
N: -4.56 2.08 -4.11  0.010
C: -3.22 1.84 -3.66  -0.164
H: -7.54 0.79 -4.80  0.067
H: -6.68 1.90 -5.86  0.055
H: -7.15 2.56 -4.37  0.044
H: -4.86 3.02 -4.33  0.025
H: -2.49 2.16 -4.40  0.062
H: -3.02 0.78 -3.56  0.056
H: -3.16 2.30 -2.68  0.055
C: 1.43 1.04 0.35  0.017
C: 0.07 0.37 0.44  -0.523
O: -0.31 -0.13 1.48  0.007
N: -0.67 0.35 -0.69  0.044
C: -2.09 -0.06 -0.70  -0.053
H: 1.71 1.17 -0.70  0.069
H: 2.10 0.25 0.69  0.057
H: 1.58 1.99 0.86  0.064
H: -0.33 0.78 -1.54  0.076
H: -2.34 -0.88 -0.03  0.077
H: -2.32 -0.43 -1.69  0.059
H: -2.74 0.81 -0.62  0.076
C: 0.81 2.79 3.68  -0.005
C: -0.19 3.35 4.65  -0.527
O: -0.97 4.27 4.34  0.019
N: 0.01 3.02 5.95  -0.017
C: -0.56 3.68 7.09  -0.090
H: 0.72 1.71 3.57  0.066
H: 1.78 3.03 4.13  0.073
H: 0.81 3.32 2.73  0.083
H: 0.60 2.22 6.14  0.124
H: -0.15 3.43 8.07  0.077
H: -1.64 3.55 7.20  0.084
H: -0.30 4.73 6.94  0.084
C: 0.50 -2.97 3.74  0.011
C: -0.99 -2.79 3.93  -0.615
O: -1.73 -3.58 4.46  0.038
N: -1.47 -1.65 3.51  -0.004
C: -2.86 -1.24 3.53  -0.045
H: 0.72 -3.22 2.70  0.085
H: 0.91 -3.79 4.33  0.083
H: 1.00 -2.07 4.08  0.047
H: -0.80 -1.14 2.96  0.069
H: -3.06 -1.02 4.57  0.084
H: -3.41 -2.12 3.18  0.083
H: -3.13 -0.40 2.88  0.082
C: -8.52 -1.25 -2.59  -0.006
C: -7.78 -1.49 -1.26  -0.554
O: -8.37 -1.95 -0.29  0.011
N: -6.44 -1.30 -1.30  0.023
C: -5.57 -1.55 -0.15  -0.067
H: -8.15 -0.40 -3.16  0.036
H: -9.49 -0.81 -2.35  0.071
H: -8.64 -2.15 -3.19  0.081
H: -5.96 -0.98 -2.13  0.086
H: -5.12 -0.60 0.13  0.069
H: -4.69 -2.09 -0.49  0.067
H: -6.05 -2.14 0.64  0.083
C: 0.65 1.56 -5.66  -0.018
C: 0.71 0.94 -4.31  -0.563
O: 0.33 1.58 -3.32  -0.011
N: 1.16 -0.33 -4.29  0.034
C: 1.25 -1.14 -3.03  -0.041
H: 1.33 1.02 -6.33  0.079
H: 0.75 2.64 -5.60  0.086
H: -0.38 1.35 -5.94  0.079
H: 1.59 -0.67 -5.14  0.128
H: 0.24 -1.13 -2.64  0.071
H: 2.04 -0.87 -2.33  0.067
H: 1.44 -2.17 -3.35  0.074
C: 2.96 -3.09 -0.59  -0.002
C: 2.15 -4.37 -0.83  -0.555
O: 1.34 -4.29 -1.74  0.022
N: 2.44 -5.52 -0.22  0.016
C: 1.57 -6.70 -0.41  -0.063
H: 3.46 -3.24 0.36  0.065
H: 2.38 -2.17 -0.48  0.058
H: 3.51 -2.83 -1.49  0.086
H: 3.17 -5.60 0.48  0.132
H: 1.58 -6.99 -1.47  0.082
H: 0.55 -6.53 -0.10  0.085
H: 1.91 -7.55 0.19  0.077
C: 2.93 -0.10 3.36  0.018
C: 4.03 -1.15 3.76  -0.482
O: 4.80 -1.61 2.91  -0.005
N: 4.16 -1.52 5.04  0.044
C: 3.19 -1.04 6.11  -0.063
H: 2.16 -0.62 2.79  0.061
H: 3.32 0.63 2.65  0.065
H: 2.38 0.38 4.17  0.046
H: 4.92 -2.11 5.34  0.137
H: 3.22 -1.68 6.99  0.078
H: 2.16 -1.00 5.75  0.057
H: 3.39 -0.03 6.45  0.073
C: -2.50 -2.30 -4.58  0.004
C: -2.61 -1.44 -5.76  -0.620
O: -1.69 -1.42 -6.55  0.021
N: -3.72 -0.76 -5.97  0.042
C: -3.95 0.05 -7.16  -0.103
H: -1.48 -2.28 -4.21  0.074
H: -2.77 -3.34 -4.78  0.091
H: -3.18 -1.93 -3.80  0.066
H: -4.36 -0.59 -5.20  0.076
H: -3.36 -0.19 -8.03  0.077
H: -3.75 1.11 -7.03  0.049
H: -5.00 0.09 -7.45  0.068

Output
- Orbital gap (alpha / beta): 1.19 / 8.51 eV
- Spin multiplicity: 2
- Charge: -1
- ΔE to the lowest compared entry with this formula, charge and spin: 39.9 kJ/mol
- LUMO (alpha / beta): 0.0564 / 0.0539 Eh

---

(2)
A 4-piece molecular cluster, CH10N2O4 overall. Source: OMol25; level of theory: ωB97M-V/def2-TZVPD.

Last column: Löwdin charge in e.
Element x y z (Å)
N: -1.22 0.94 0.89  0.170
C: 0.10 1.27 0.71  -0.669
N: 0.50 2.50 1.31  0.105
O: 0.92 0.59 0.16  0.028
H: -1.81 1.72 1.15  0.106
H: -1.59 0.46 0.10  0.065
H: 1.54 2.31 1.06  0.140
H: 0.14 2.67 2.26  0.097
H: -0.60 -3.38 -1.87  0.056
H: 0.34 -2.66 -0.86  -0.045
O: -0.49 -2.67 -1.23  -0.010
H: -0.86 0.57 -2.67  0.018
H: -1.23 -0.44 -1.74  -0.013
O: -1.63 0.24 -2.26  -0.027
H: 1.39 -1.04 1.10  -0.005
H: 2.71 -1.86 0.99  0.044
O: 1.75 -1.92 0.94  -0.059

Output
- Orbital gap: 11.10 eV
- Charge: 0
- SMILES: NC(N)=O.O.O.O
- ΔE to the lowest compared entry with this formula, charge and spin: 106.1 kJ/mol
- LUMO: 0.0226 Eh